Entry from OMol25: the molecule C13H27F5N4O4SSi (wB97M-V/def2-TZVPD).

Structure (XYZ):
```
55
Properties=species:S:1:pos:R:3:mulliken_charge:R:1
H -4.512 3.179 -2.714 0.195
N -4.499 2.169 -2.597 -0.747
C -4.141 1.838 -1.414 0.638
N -3.810 2.725 -0.376 -0.437
N -3.987 0.476 -1.090 -0.393
C -3.108 -0.295 -1.978 -1.183
C -1.731 0.337 -2.237 -0.087
C -0.634 -0.715 -2.426 -1.016
C -0.272 -1.441 -1.108 -0.263
Si 1.063 -0.678 -0.033 -0.577
C 0.384 0.798 0.911 -0.395
C 1.040 1.032 2.284 -0.746
C 0.710 2.419 2.822 -0.475
O 1.067 2.598 4.183 -0.556
C 1.799 -1.971 1.111 -0.944
C 0.915 -3.214 1.330 0.147
O 1.233 -4.185 0.334 -0.629
C 1.186 -3.835 2.705 -0.874
N 0.827 -2.937 3.819 -0.546
S 2.866 -0.074 -1.218 1.142
O 2.913 -0.800 -2.468 -0.668
O 3.972 -0.174 -0.283 -0.673
C 2.919 1.761 -1.626 0.574
F 2.709 2.448 -0.480 -0.226
F 4.173 1.976 -2.059 -0.262
C 1.947 2.306 -2.693 0.631
F 1.945 1.563 -3.794 -0.224
F 0.708 2.321 -2.190 -0.226
F 2.285 3.551 -3.012 -0.279
H -3.930 2.351 0.554 0.201
H -4.275 3.618 -0.458 0.229
H -3.716 0.366 -0.122 0.291
H -2.996 -1.289 -1.535 0.490
H -3.632 -0.412 -2.931 0.388
H -1.789 0.961 -3.134 0.538
H -1.464 1.002 -1.407 0.058
H 0.257 -0.278 -2.875 0.340
H -0.983 -1.462 -3.150 0.470
H -1.164 -1.479 -0.471 0.401
H 0.008 -2.474 -1.331 0.171
H 0.479 1.723 0.335 0.444
H -0.693 0.631 1.047 0.666
H 2.132 0.912 2.226 0.448
H 0.688 0.293 3.017 0.210
H -0.373 2.579 2.749 0.268
H 1.200 3.177 2.193 0.299
H 1.792 2.005 4.403 0.325
H 2.739 -2.329 0.676 0.495
H 2.058 -1.514 2.069 0.669
H -0.158 -2.974 1.301 0.224
H 0.461 -4.383 -0.202 0.355
H 2.244 -4.107 2.762 0.311
H 0.577 -4.743 2.764 0.377
H 0.048 -3.317 4.341 0.285
H 0.518 -2.034 3.477 0.152
```

Output
Gap between HOMO and LUMO in eV: 9.33
SMILES string: [H]/N=C(\N)NCCCC[Si@@](CCCO)(C[C@@H](O)CN)S(=O)(=O)C(F)(F)C(F)(F)F